Below is 14 unconnected molecules or ions with the total composition C24H66BO31 at a distorted geometry, with properties calculated with ωB97M-V with the def2-TZVPD basis set.

- ΔE to the lowest compared entry with this formula, charge and spin (eV) = 1.834
- gap between HOMO and LUMO (Eh) = 0.352
- charge = -1
- spin multiplicity = 1

Element x y z (Å)
1 O 1.6540 1.6350 1.9430
2 C 0.9971 0.9822 1.1257
3 O 0.2632 -0.1335 1.4596
4 B -0.2243 -0.8357 0.2537
5 O -0.0330 0.1735 -0.8231
6 C 0.8825 1.1408 -0.3975
7 O 1.2855 2.0608 -1.1057
8 O -1.6623 -1.2205 0.3748
9 C -1.7556 -2.4952 0.0568
10 O -2.7975 -3.0534 -0.2143
11 C -0.2848 -3.0445 -0.1294
12 O 0.5353 -2.0531 -0.0475
13 O 0.0953 -4.1578 -0.3438
14 O -2.5726 -8.2712 -1.2411
15 H -1.6467 -8.0568 -1.1273
16 H -2.7734 -8.8609 -0.5143
17 O -5.8524 0.5343 2.2301
18 H -5.7927 -0.2558 1.6932
19 H -5.9627 0.2095 3.1237
20 O 3.3739 5.5750 0.5415
21 H 2.5353 5.9894 0.7446
22 H 3.1438 4.8219 -0.0027
23 C 0.4470 6.6864 -4.8985
24 C 0.6541 7.0386 -6.4078
25 O 1.7524 7.8456 -6.6734
26 O 0.3392 7.8778 -4.0079
27 H 1.1504 5.9183 -4.5772
28 H -0.5353 6.2192 -4.8279
29 H -0.1253 7.7875 -6.5487
30 H 0.5086 6.0759 -6.8979
31 H 1.5788 8.6332 -6.1526
32 H 0.0038 7.6850 -3.1292
33 C -7.2859 -6.7221 -0.2171
34 C -7.4209 -6.9235 1.2785
35 O -6.2722 -7.3232 1.9892
36 O -6.4527 -7.7492 -0.7562
37 H -6.7836 -5.7604 -0.3220
38 H -8.2474 -6.8204 -0.7211
39 H -8.0637 -7.8038 1.2725
40 H -8.2051 -6.2521 1.6281
41 H -5.9810 -8.2065 1.7512
42 H -5.6551 -7.7347 -0.2222
43 C 2.4070 -5.0105 3.5478
44 C 2.7460 -3.4527 3.5617
45 O 4.0650 -3.1965 3.0456
46 O 3.3160 -5.6288 4.4457
47 H 2.5413 -5.5117 2.5892
48 H 1.3390 -5.0349 3.7642
49 H 2.4798 -2.9509 4.4920
50 H 1.8569 -3.1882 2.9893
51 H 4.2035 -3.8143 2.3240
52 H 3.1384 -5.1460 5.2563
53 C -3.9822 -3.6198 -5.3496
54 C -2.9970 -4.6650 -4.8402
55 O -2.3419 -5.1972 -5.9278
56 O -5.0815 -4.2222 -6.1539
57 H -3.4162 -3.0284 -6.0693
58 H -4.3646 -3.0006 -4.5382
59 H -3.4134 -5.4301 -4.1848
60 H -2.2981 -4.1377 -4.1908
61 H -2.9352 -5.5469 -6.5966
62 H -4.7338 -4.4988 -7.0049
63 C 6.2061 1.4002 -1.3109
64 C 6.1693 -0.1381 -1.0736
65 O 7.2576 -0.8231 -1.7342
66 O 7.4446 1.9668 -0.8679
67 H 5.3793 1.9166 -0.8232
68 H 6.2645 1.6057 -2.3797
69 H 5.2230 -0.4553 -1.5116
70 H 6.1576 -0.2946 0.0050
71 H 7.8351 -1.0674 -1.0073
72 H 8.1631 1.6172 -1.4000
73 C 0.7790 8.1157 5.1713
74 C 0.5660 6.5197 5.1750
75 O -0.7417 6.2043 5.5968
76 O 0.5220 8.5511 3.8854
77 H 1.8420 8.2855 5.3421
78 H 0.2781 8.6796 5.9581
79 H 1.2843 5.9671 5.7807
80 H 0.6077 6.0197 4.2074
81 H -0.7016 5.2571 5.7475
82 H 1.2155 9.1697 3.6447
83 C 1.0538 0.9770 6.5947
84 C 2.5876 1.4185 6.7208
85 O 3.0303 1.3895 8.0896
86 O 0.0944 2.0343 7.1881
87 H 1.0590 0.1364 7.2886
88 H 0.8187 0.6415 5.5846
89 H 2.7845 2.4014 6.2927
90 H 3.1564 0.7237 6.1028
91 H 3.9890 1.4281 8.1238
92 H 0.4276 2.2241 8.0681
93 C -3.1336 1.3191 -5.4189
94 C -3.3590 1.3857 -3.9395
95 O -4.6284 1.9873 -3.6044
96 O -3.1584 2.6037 -6.0009
97 H -3.8565 0.6714 -5.9149
98 H -2.0945 1.0031 -5.5107
99 H -2.5048 2.0043 -3.6642
100 H -3.2426 0.4156 -3.4564
101 H -4.3759 2.3669 -2.7596
102 H -2.2586 2.9381 -6.0135
103 C -2.4383 5.0898 1.5160
104 C -1.6361 5.7918 0.4372
105 O -0.4291 6.3979 0.9213
106 O -3.5321 4.3268 0.9011
107 H -2.7722 5.8364 2.2367
108 H -1.6643 4.4455 1.9328
109 H -2.2837 6.4429 -0.1500
110 H -1.3275 4.9803 -0.2219
111 H -0.5777 6.8108 1.7752
112 H -3.8749 3.7443 1.5829
113 C 5.3202 -5.0511 -1.4173
114 C 4.2722 -6.1758 -1.6017
115 O 4.9032 -7.3930 -2.0308
116 O 6.1645 -5.3127 -0.3915
117 H 4.7802 -4.1200 -1.2451
118 H 6.0379 -4.9415 -2.2303
119 H 3.4519 -5.7326 -2.1662
120 H 3.7848 -6.3587 -0.6440
121 H 5.5453 -7.6339 -1.3590
122 H 6.7924 -4.5883 -0.3412